{"formula": "C20H42F6KNO13S2", "method": "the ωB97M-V functional and the def2-TZVPD basis", "orbital_gap_ev": 8.36, "e_tot_ev": -103820.9347, "fmax_ev_per_a": 5.5, "e_lumo_ev": -0.28, "e_above_lowest_ev": 4.578, "species": ["K", "C", "F", "F", "F", "S", "O", "O", "N", "S", "O", "O", "C", "F", "F", "F", "C", "O", "C", "C", "O", "C", "C", "O", "C", "H", "H", "H", "H", "H", "H", "H", "H", "H", "H", "H", "H", "H", "H", "C", "O", "C", "C", "O", "C", "C", "O", "C", "H", "H", "H", "H", "H", "H", "H", "H", "H", "H", "H", "H", "H", "H", "C", "O", "C", "C", "O", "C", "C", "O", "C", "H", "H", "H", "H", "H", "H", "H", "H", "H", "H", "H", "H", "H", "H"], "xyz": [[-17.330, 0.485, 0.431], [-20.184, 4.092, -2.252], [-19.938, 5.397, -2.407], [-20.987, 3.990, -1.149], [-20.756, 3.604, -3.391], [-18.496, 3.247, -1.947], [-17.829, 4.136, -1.043], [-18.789, 1.899, -1.432], [-17.898, 3.182, -3.603], [-16.609, 3.980, -3.534], [-16.900, 5.411, -3.413], [-15.677, 3.358, -2.638], [-15.959, 3.762, -5.301], [-16.976, 3.955, -6.142], [-15.048, 4.616, -5.598], [-15.398, 2.513, -5.484], [-14.284, 1.962, 2.394], [-15.531, 2.133, 1.701], [-16.203, 3.294, 2.232], [-17.339, 2.953, 3.201], [-18.377, 2.520, 2.410], [-19.344, 1.749, 3.164], [-20.503, 1.373, 2.345], [-20.115, 0.570, 1.219], [-21.098, 0.407, 0.201], [-14.551, 1.742, 3.428], [-13.709, 2.879, 2.264], [-13.578, 1.170, 2.144], [-16.762, 3.786, 1.436], [-15.597, 3.956, 2.849], [-17.821, 3.770, 3.738], [-17.017, 2.217, 3.937], [-19.758, 1.977, 4.146], [-18.934, 0.868, 3.658], [-21.089, 2.274, 2.163], [-21.062, 0.737, 3.031], [-21.677, 1.331, 0.178], [-21.784, -0.406, 0.434], [-20.727, 0.288, -0.817], [-15.108, -1.835, 2.504], [-15.343, -1.293, 1.278], [-14.373, -1.702, 0.371], [-14.749, -1.098, -0.991], [-14.640, 0.337, -0.948], [-13.403, 0.910, -1.381], [-13.250, 1.013, -2.963], [-11.868, 1.160, -3.156], [-11.512, 1.325, -4.491], [-15.190, -2.904, 2.703], [-15.955, -1.445, 3.069], [-14.238, -1.505, 3.072], [-14.368, -2.768, 0.141], [-13.360, -1.476, 0.705], [-15.744, -1.351, -1.358], [-14.079, -1.665, -1.638], [-12.503, 0.437, -0.987], [-13.403, 1.931, -0.997], [-13.891, 1.846, -3.254], [-13.497, 0.039, -3.387], [-11.968, 0.488, -5.020], [-10.429, 1.215, -4.548], [-11.849, 2.207, -5.035], [-24.566, -6.467, 2.752], [-23.354, -5.989, 3.359], [-22.201, -6.766, 2.961], [-20.896, -5.956, 2.869], [-20.401, -5.338, 4.070], [-19.985, -3.992, 3.991], [-18.755, -3.653, 3.035], [-19.170, -3.542, 1.628], [-18.586, -2.421, 0.964], [-24.418, -6.845, 1.740], [-25.303, -5.666, 2.703], [-25.181, -7.171, 3.312], [-22.238, -7.244, 1.982], [-21.988, -7.587, 3.645], [-21.098, -5.213, 2.097], [-20.062, -6.579, 2.545], [-19.772, -3.747, 5.032], [-20.760, -3.314, 3.632], [-17.923, -4.345, 3.162], [-18.466, -2.674, 3.418], [-19.381, -1.862, 0.470], [-17.796, -2.699, 0.266], [-18.347, -1.681, 1.727]], "mulliken_charge": [0.68, 0.44, -0.20, -0.19, -0.21, 1.16, -0.66, -0.68, -0.57, 1.15, -0.65, -0.55, 0.54, -0.23, -0.21, -0.23, -1.09, 0.14, -0.58, -0.74, -0.11, -0.76, -0.55, 0.08, -0.94, 0.39, 0.36, 0.19, 0.16, 0.49, 0.45, 0.35, 0.53, 0.24, 0.38, 0.32, 0.40, 0.26, 0.24, -1.02, 0.33, -0.74, -0.66, 0.06, -0.79, -0.12, -0.35, -0.76, 0.32, 0.21, 0.35, 0.38, 0.37, 0.23, 0.40, 0.34, 0.31, 0.08, 0.39, 0.33, 0.26, 0.27, -0.69, -0.29, -0.63, -0.32, -0.39, -0.83, -0.06, -0.42, -0.15, 0.31, 0.25, 0.28, 0.39, 0.31, 0.26, 0.31, 0.41, 0.36, 0.32, 0.19, 0.21, 0.22, -0.02]}